Entry from the OMol25 dataset: a cluster of 2 separate species, CH3N2O4S in total in a non-equilibrium geometry (ωB97M-V with the def2-TZVPD basis set).

The lowest unoccupied orbital energy (alpha / beta) is 3.597 / 1.692 eV. The net charge is -1. The calculation puts the HOMO energy (alpha / beta) at -5.146 / -3.750 eV. The value obtained for the energy relative to the best compared isomer or geometry (same formula, charge and spin) is 111.5 kcal/mol. As for the gap between HOMO and LUMO (alpha / beta): 8.74 / 5.44 eV.

Last column: Löwdin charge in e.
Element x y z (Å)
C -1.260 -1.690 -0.607  -0.123
N 0.468 -2.053 0.863  -0.124
N -0.614 -1.529 0.642  -0.004
O -4.075 -0.163 -0.926  -0.449
O 1.354 -2.622 0.185  -0.038
O -2.641 1.631 -0.320  -0.448
O -4.102 0.484 1.401  -0.431
S -3.316 0.415 0.183  0.435
H -1.506 -0.654 -0.853  0.046
H -0.862 -2.322 -1.356  0.074
H -2.216 -2.033 -0.292  0.062